Molecular formula: C3H6N2O
Method: DFT, the ωB97M-V functional and the def2-TZVPD basis

Cartesian coordinates (Å):
1 N 2.028 0.279 -0.325
2 C 1.044 -0.676 -0.201
3 O 1.251 -1.854 -0.417
4 N -0.140 -0.213 0.335
5 C -1.514 -0.561 0.331
6 C -1.064 0.866 0.281
7 H 1.820 1.254 -0.470
8 H 2.884 -0.085 -0.714
9 H -2.015 -0.907 -0.568
10 H -1.901 -0.989 1.250
11 H -1.233 1.388 -0.657
12 H -1.160 1.498 1.153

Output
Total charge: 0
Energy relative to the best compared isomer or geometry (same formula, charge and spin): 34.49 kcal/mol
Kohn-Sham gap: 0.383 Ha
E_tot: -8235.2033 eV


Molecular formula: C2H5IS
Method: DFT, the ωB97M-V functional and the def2-TZVPD basis

Cartesian coordinates (Å):
1 C -0.158 -0.619 -0.132
2 C 0.858 0.352 0.360
3 S -1.914 -0.292 0.243
4 I 3.041 -0.129 0.013
5 H -0.135 -0.731 -1.203
6 H 0.187 -1.531 0.419
7 H 0.742 0.487 1.419
8 H 0.889 1.482 0.049
9 H -1.808 -1.227 1.177

Output
Total charge: 0
Energy relative to the best compared isomer or geometry (same formula, charge and spin): 10.01 kcal/mol
Kohn-Sham gap: 0.354 Ha
E_tot: -21090.1954 eV


Molecular formula: C40H70N10
Method: DFT, the ωB97M-V functional and the def2-TZVPD basis

Cartesian coordinates (Å):
1 C 3.711 -24.949 1.184
2 C 3.581 -25.710 -0.137
3 C 2.384 -25.162 -0.890
4 C 1.962 -25.951 -2.084
5 N 1.719 -26.595 -3.018
6 H 2.996 -25.407 1.868
7 H 3.626 -23.864 1.133
8 H 4.685 -25.111 1.647
9 H 3.413 -26.754 0.127
10 H 4.522 -25.717 -0.689
11 H 2.657 -24.199 -1.322
12 H 1.494 -24.945 -0.300
13 C 5.110 -26.242 11.606
14 C 5.303 -24.758 11.363
15 C 6.430 -24.415 10.427
16 C 6.035 -24.387 9.006
17 N 5.610 -24.388 7.959
18 H 5.967 -26.885 11.807
19 H 4.846 -26.719 10.662
20 H 4.314 -26.519 12.297
21 H 5.443 -24.286 12.336
22 H 4.417 -24.140 11.219
23 H 7.229 -25.088 10.740
24 H 6.553 -23.396 10.793
25 C 4.478 -30.648 5.917
26 C 3.634 -29.400 6.346
27 C 3.977 -28.114 5.509
28 C 3.141 -26.971 5.765
29 N 2.375 -26.094 5.932
30 H 4.151 -31.561 6.414
31 H 5.533 -30.562 6.178
32 H 4.492 -30.813 4.840
33 H 3.633 -29.159 7.409
34 H 2.616 -29.733 6.144
35 H 3.695 -28.519 4.538
36 H 5.051 -27.940 5.589
37 C 6.200 -22.610 2.619
38 C 6.033 -21.066 2.849
39 C 4.698 -20.643 2.157
40 C 3.401 -21.275 2.555
41 N 2.422 -21.786 2.906
42 H 6.453 -22.759 1.569
43 H 5.303 -23.189 2.837
44 H 7.039 -23.014 3.185
45 H 7.003 -20.715 2.497
46 H 6.044 -20.832 3.913
47 H 4.863 -20.832 1.096
48 H 4.445 -19.600 2.351
49 C 4.594 -27.902 1.005
50 C 6.063 -27.329 1.162
51 C 5.961 -26.390 2.339
52 C 6.072 -26.939 3.743
53 N 6.177 -27.379 4.788
54 H 4.794 -28.883 0.574
55 H 3.883 -27.524 0.270
56 H 4.172 -28.128 1.984
57 H 6.220 -26.849 0.196
58 H 6.757 -28.162 1.274
59 H 5.021 -25.839 2.373
60 H 6.790 -25.682 2.356
61 C 7.277 -28.162 6.414
62 C 7.575 -26.630 6.480
63 C 8.003 -26.084 5.106
64 C 8.949 -24.951 5.060
65 N 9.623 -24.062 4.908
66 H 7.642 -28.648 7.319
67 H 7.626 -28.799 5.602
68 H 6.204 -28.355 6.429
69 H 8.389 -26.498 7.193
70 H 6.739 -26.104 6.939
71 H 7.152 -25.706 4.541
72 H 8.433 -26.973 4.644
73 C 1.517 -23.984 9.479
74 C 2.886 -24.361 9.010
75 C 3.103 -24.608 7.460
76 C 2.521 -23.646 6.492
77 N 1.987 -22.917 5.746
78 H 1.023 -23.191 8.918
79 H 1.442 -23.815 10.554
80 H 0.919 -24.870 9.263
81 H 3.155 -25.275 9.541
82 H 3.632 -23.600 9.240
83 H 2.626 -25.564 7.244
84 H 4.166 -24.599 7.221
85 C 1.183 -23.041 1.568
86 C 0.836 -23.560 3.023
87 C 1.479 -24.850 3.439
88 C 1.128 -26.040 2.605
89 N 1.039 -26.868 1.800
90 H 0.565 -22.241 1.162
91 H 1.250 -23.891 0.888
92 H 2.215 -22.691 1.609
93 H -0.222 -23.789 3.153
94 H 1.005 -22.845 3.828
95 H 1.202 -25.193 4.435
96 H 2.558 -24.692 3.417
97 C 8.042 -22.436 7.460
98 C 9.274 -21.736 6.983
99 C 9.593 -21.979 5.441
100 C 10.880 -21.329 5.066
101 N 11.841 -20.752 4.714
102 H 7.211 -21.793 7.169
103 H 7.929 -22.507 8.542
104 H 7.946 -23.416 6.994
105 H 10.107 -22.032 7.621
106 H 9.204 -20.666 7.179
107 H 8.864 -21.609 4.719
108 H 9.636 -23.016 5.108
109 C 6.529 -24.022 4.977
110 C 5.436 -24.818 5.762
111 C 3.986 -24.686 5.267
112 C 3.726 -25.076 3.873
113 N 3.528 -25.342 2.777
114 H 6.904 -24.682 4.194
115 H 7.378 -23.714 5.588
116 H 6.142 -23.083 4.580
117 H 5.537 -24.559 6.816
118 H 5.651 -25.886 5.796
119 H 3.474 -23.733 5.402
120 H 3.381 -25.357 5.878

Output
Total charge: 0
Energy relative to the best compared isomer or geometry (same formula, charge and spin): 1036.64 kcal/mol
Kohn-Sham gap: 0.209 Ha
E_tot: -57470.6866 eV


Molecular formula: C5H14NOS
Method: DFT, the ωB97M-V functional and the def2-TZVPD basis

Cartesian coordinates (Å):
1 C 0.976 -1.113 -0.261
2 C 1.296 -1.210 -1.838
3 S 0.885 -2.821 -2.352
4 C 1.188 0.346 0.203
5 N 0.123 1.314 0.034
6 C -1.244 0.770 0.102
7 C 0.319 2.460 0.950
8 H 1.687 -1.910 0.039
9 H -0.019 -1.542 -0.007
10 H 0.492 -0.631 -2.346
11 H 2.319 -0.706 -1.942
12 H 1.902 0.750 -0.453
13 H 1.663 0.471 1.154
14 H -1.530 0.586 -0.918
15 H -2.079 1.497 0.522
16 H -1.339 0.012 0.892
17 H 1.277 2.951 0.873
18 H -0.522 3.244 0.932
19 H 0.201 2.130 2.052
20 H -2.601 -2.862 1.309
21 H -2.205 -1.872 0.151
22 O -2.789 -1.867 0.902

Output
Total charge: 0
Energy relative to the best compared isomer or geometry (same formula, charge and spin): 50.08 kcal/mol
Kohn-Sham gap (spin up / spin down): 0.332 / 0.235 Ha
E_tot: -19781.2599 eV
Spin multiplicity: 2


Molecular formula: C14H13ClN4O4S
Method: DFT, the ωB97M-V functional and the def2-TZVPD basis

Cartesian coordinates (Å):
1 O 0.119 -0.305 2.011
2 C 0.516 0.836 1.869
3 N 1.680 1.110 1.243
4 N 2.284 0.097 0.498
5 C 3.060 0.473 -0.555
6 O 3.357 1.641 -0.729
7 C 3.550 -0.638 -1.407
8 C 3.940 -0.350 -2.714
9 C 4.404 -1.375 -3.518
10 C 4.463 -2.654 -2.980
11 N 4.120 -2.933 -1.734
12 C 3.680 -1.955 -0.966
13 H 3.443 -2.237 0.052
14 H 4.807 -3.495 -3.567
15 H 4.712 -1.190 -4.535
16 H 3.870 0.667 -3.070
17 H 1.765 -0.773 0.543
18 H 1.917 2.023 0.862
19 C -0.165 2.044 2.501
20 N -1.565 2.017 2.130
21 S -1.925 1.869 0.490
22 O -0.726 1.441 -0.173
23 O -2.556 3.079 0.045
24 C -3.138 0.559 0.494
25 C -4.398 0.816 -0.011
26 C -5.347 -0.191 -0.020
27 C -5.010 -1.441 0.483
28 C -3.743 -1.694 0.992
29 C -2.798 -0.683 0.996
30 H -1.806 -0.845 1.390
31 H -3.502 -2.672 1.380
32 Cl -6.187 -2.698 0.477
33 H -6.337 -0.014 -0.410
34 H -4.616 1.801 -0.392
35 H -2.105 2.761 2.543
36 H 0.338 2.969 2.191
37 H -0.101 1.942 3.589

Output
Total charge: 0
Kohn-Sham gap: 0.353 Ha
E_tot: -52236.6030 eV


Molecular formula: C17H27ClN2O3S2
Method: DFT, the ωB97M-V functional and the def2-TZVPD basis

Cartesian coordinates (Å):
1 C 0.538 -1.258 -4.175
2 C -0.591 -0.681 -3.333
3 S -0.015 0.846 -2.545
4 C -1.326 1.117 -1.303
5 C -2.723 1.114 -1.900
6 C -1.042 2.478 -0.654
7 O -1.729 3.444 -0.941
8 N -0.031 2.578 0.249
9 C 0.155 3.877 0.881
10 C 0.878 1.517 0.643
11 C 2.316 1.788 0.215
12 O 3.196 0.845 0.788
13 C 3.296 -0.401 0.126
14 C 2.757 -1.558 0.958
15 N 1.309 -1.714 0.958
16 C 0.728 -2.168 -0.290
17 C 0.611 -1.518 2.112
18 O 1.106 -1.024 3.111
19 C -0.831 -1.935 2.137
20 C -1.910 -1.045 2.464
21 C -1.748 0.423 2.719
22 C -3.098 -1.702 2.529
23 S -2.951 -3.385 2.240
24 C -1.264 -3.219 2.007
25 Cl -0.301 -4.605 1.691
26 H 0.203 -2.157 -4.693
27 H 0.870 -0.540 -4.926
28 H 1.398 -1.519 -3.557
29 H -1.458 -0.464 -3.956
30 H -0.898 -1.387 -2.558
31 H -1.248 0.322 -0.554
32 H -3.453 1.357 -1.128
33 H -2.803 1.863 -2.685
34 H -2.967 0.133 -2.306
35 H -0.813 4.310 1.122
36 H 0.733 3.739 1.794
37 H 0.680 4.575 0.226
38 H 0.864 1.401 1.730
39 H 0.554 0.577 0.207
40 H 2.390 1.791 -0.879
41 H 2.638 2.764 0.579
42 H 2.807 -0.352 -0.854
43 H 4.359 -0.595 -0.049
44 H 3.189 -2.486 0.566
45 H 3.080 -1.432 1.989
46 H -0.355 -2.214 -0.211
47 H 0.979 -1.470 -1.092
48 H 1.102 -3.160 -0.556
49 H -2.675 0.845 3.105
50 H -0.951 0.596 3.442
51 H -1.492 0.964 1.806
52 H -4.064 -1.276 2.753

Output
Total charge: 0
Energy relative to the best compared isomer or geometry (same formula, charge and spin): 1.51 kcal/mol
Kohn-Sham gap: 0.346 Ha
E_tot: -61383.1793 eV